188
Properties=species:S:1:pos:R:3:forces:R:3 method="wB97M-V/def2-TZVPD" e_tot_ha=-12704.6169 de_lowest_kcal_mol=187.54 molar_mass_g_mol=1530.1 total_charge=+4 multiplicity=1 gap_ha=0.1242 homo_energy_ev=-9.71
C 10.346368 -4.216337 3.045725 -0.613 0.684 -0.607
C 9.498558 -3.542117 1.889235 -0.693 -2.014 1.952
N 10.345598 -2.904177 0.967885 0.784 5.149 -2.402
C 11.293218 -3.479047 0.200275 1.845 -0.804 0.223
C 12.086128 -2.520787 -0.371125 -1.358 0.970 -0.896
N 11.449318 -1.273757 -0.178865 -1.384 -4.556 2.878
C 10.398428 -1.546067 0.686255 1.479 -0.678 -0.358
C 11.874158 -0.037047 -0.680295 0.090 3.241 -0.333
H 9.742798 -4.413047 3.931795 -0.214 -0.228 -0.293
H 11.120448 -3.539957 3.408225 0.072 0.078 -0.263
H 10.800888 -5.131707 2.666755 0.006 0.028 0.212
H 8.715068 -2.892267 2.279015 0.413 0.351 -0.081
H 8.979088 -4.303827 1.307825 -0.139 -0.249 0.250
H 11.412258 -4.551547 0.244575 0.240 0.128 -0.132
H 12.951868 -2.546487 -1.016295 -0.122 -0.345 0.112
H 9.803478 -0.786927 1.172195 -0.093 -0.068 -0.105
H 11.319508 0.284833 -1.561685 -0.030 -0.349 -0.107
H 12.935238 0.109883 -0.881835 0.045 -0.994 -0.008
H 11.694038 0.750293 0.051655 -0.271 -0.088 0.178
C -3.618602 8.170053 -4.871045 0.450 1.227 0.748
C -2.705812 9.281053 -4.206435 0.197 -1.238 -2.443
N -2.869162 9.535853 -2.816355 -1.966 0.445 2.200
C -1.887242 10.071953 -2.013135 -1.047 -0.711 1.658
C -2.456982 10.181663 -0.750965 1.029 0.336 -1.489
N -3.765902 9.832813 -0.824465 1.615 -0.495 -3.840
C -4.059872 9.440293 -2.129145 3.252 0.693 1.057
C -4.668242 10.077493 0.221625 -1.844 -1.077 -0.305
H -3.406702 8.129613 -5.939485 0.229 0.112 0.122
H -4.679162 8.409783 -4.794655 -0.011 -0.165 0.165
H -3.383092 7.199213 -4.435045 -0.242 0.054 0.045
H -2.756422 10.245953 -4.710935 -0.187 -0.141 -0.251
H -1.690952 8.904473 -4.334145 0.104 0.233 0.028
H -0.866322 10.269513 -2.304855 -0.221 -0.152 -0.252
H -2.004372 10.510993 0.172645 -0.139 0.039 -0.126
H -4.961132 9.091833 -2.611565 -0.130 0.049 0.564
H -5.253272 10.936583 -0.106725 -0.005 0.268 1.013
H -4.130252 10.095833 1.169425 -0.457 0.332 -0.119
H -5.293822 9.192463 0.105585 -0.665 0.169 1.140
C -10.663742 -0.029987 -9.119575 -0.874 -0.324 0.804
C -9.568832 0.202323 -10.113465 -0.233 0.794 -0.210
N -8.208112 0.226863 -9.515825 4.242 0.361 0.249
C -7.742522 0.629063 -8.255025 -1.203 -0.050 0.987
C -6.389292 0.557293 -8.153785 0.264 -0.657 -0.859
N -5.897692 0.103273 -9.367045 -3.883 0.358 -0.882
C -7.033642 -0.014977 -10.181345 0.589 -0.578 0.781
C -4.508632 -0.191287 -9.755845 -0.707 0.201 -0.856
H -11.531862 -0.405507 -9.661295 0.211 -0.582 -0.028
H -11.149692 0.793223 -8.595875 0.878 0.583 -0.006
H -10.314982 -0.736957 -8.366805 -0.377 -0.288 -0.048
H -9.744552 1.148043 -10.626155 0.301 0.000 -0.101
H -9.654132 -0.599097 -10.847325 0.696 0.033 0.024
H -8.412662 0.852833 -7.438175 -0.085 0.153 -0.247
H -5.686442 0.686463 -7.344025 -0.447 0.255 0.153
H -7.032772 -0.339557 -11.211415 0.277 0.027 0.037
H -4.047412 0.730123 -10.111325 0.105 -0.147 0.022
H -4.656852 -0.889637 -10.579515 0.717 -0.010 0.017
H -3.913232 -0.634407 -8.957565 -0.431 0.040 0.054
C 5.581598 -2.792437 -4.799955 0.203 0.451 -0.754
C 6.833038 -3.301317 -5.621425 -1.459 -0.688 0.980
N 7.061108 -2.572907 -6.853505 1.327 1.396 -2.859
C 6.713608 -1.268467 -7.052075 -0.207 0.853 -0.433
C 7.077318 -0.885497 -8.332655 -0.763 1.035 1.523
N 7.672968 -1.921137 -8.935465 -0.113 -1.873 2.361
C 7.682498 -2.959397 -8.021775 0.149 0.753 0.021
C 8.371118 -1.846747 -10.201425 1.799 -0.387 -0.335
H 4.661748 -2.662997 -5.370235 0.077 -0.600 -0.406
H 5.706378 -1.779657 -4.416785 0.612 -0.039 0.174
H 5.357298 -3.413947 -3.933055 0.318 -0.234 -0.234
H 6.695538 -4.320717 -5.982015 -0.083 -0.156 0.577
H 7.661678 -3.265757 -4.914185 0.378 0.109 -0.526
H 6.264788 -0.716987 -6.239155 -0.076 0.147 -0.427
H 7.011528 0.077983 -8.816175 -0.243 -0.069 0.095
H 8.330648 -3.817157 -8.124525 -0.471 -0.225 -0.112
H 8.249088 -0.914947 -10.753645 -1.201 -0.295 0.019
H 8.264978 -2.777627 -10.758455 -0.414 0.419 -0.219
H 9.438428 -1.743177 -10.005925 0.192 -0.388 0.400
C 1.661708 2.629273 11.850845 0.270 0.110 0.674
C 3.014548 2.437213 12.612875 -1.505 -1.426 -2.516
N 3.395418 3.697873 13.124715 0.685 1.839 3.172
C 3.919838 4.803233 12.467785 0.210 1.192 1.623
C 4.075038 5.831843 13.414755 -0.680 -2.688 -0.915
N 3.659978 5.296783 14.618485 -0.348 -0.856 -0.688
C 3.211568 4.001803 14.458785 1.581 2.659 -2.010
C 3.742518 6.047133 15.864825 -0.414 -0.916 1.133
H 0.895498 2.968823 12.547795 -0.197 -0.543 0.238
H 1.375338 1.718783 11.324435 -0.096 0.138 0.128
H 1.687798 3.476553 11.165615 0.545 -0.226 -0.360
H 3.728218 2.036053 11.893255 0.371 0.436 0.062
H 2.959998 1.650503 13.365345 -0.156 0.487 0.349
H 4.229098 4.833323 11.433455 -0.263 -0.352 0.060
H 4.418068 6.850313 13.307765 0.068 -0.217 0.073
H 2.798538 3.408033 15.260795 0.104 -0.178 -0.299
H 3.191778 6.986133 15.809505 0.249 -0.101 -0.102
H 4.762228 6.145063 16.237245 0.122 0.361 -0.626
H 3.299478 5.409763 16.630055 -0.372 0.208 0.027
C 0.696288 2.128993 -2.261345 1.520 0.537 0.472
C 0.652438 2.945973 -0.970845 -0.169 0.800 0.339
N 0.569568 2.070383 0.179205 -0.915 -2.363 2.443
C -0.494672 1.207893 0.431165 1.093 -1.630 1.968
C -0.152762 0.381393 1.551095 -0.120 2.163 -1.923
N 1.104928 0.809833 1.980905 0.033 1.966 -1.626
C 1.490078 1.812083 1.122455 0.100 -0.747 0.402
C 1.990228 0.375053 3.088835 0.124 -1.325 0.337
H -0.131512 1.443753 -2.443785 -0.240 0.537 0.081
H 1.594288 1.517423 -2.173685 0.071 -0.179 -0.214
H 0.905228 2.831203 -3.068405 -0.427 -0.247 -0.235
H -0.152382 3.679803 -0.927655 -0.508 -0.421 -0.028
H 1.489328 3.585123 -0.689405 0.630 -0.205 -1.039
H -1.357602 1.191153 -0.218045 0.012 -0.010 0.234
H -0.734712 -0.392627 2.029235 0.183 0.110 0.043
H 2.480338 2.240423 1.170515 -0.095 0.258 -0.043
H 2.905518 0.948343 3.236065 -0.367 0.544 -0.642
H 2.333128 -0.639847 2.887625 -0.112 -0.026 -0.212
H 1.526538 0.309173 4.073095 -0.601 0.353 -0.330
C -8.253992 -3.986947 -0.508225 -1.071 -0.383 -0.330
C -9.074972 -3.137577 -1.472695 0.180 0.992 -0.129
N -10.075352 -3.903767 -2.260675 -1.471 -0.164 0.350
C -9.795932 -4.923697 -3.185445 -3.075 0.986 -0.005
C -11.040292 -5.253057 -3.773875 2.068 1.932 1.627
N -12.002532 -4.435237 -3.179665 2.400 0.426 2.517
C -11.445712 -3.632037 -2.166165 2.636 -3.082 -3.838
C -13.369762 -4.514587 -3.546135 -1.747 -0.065 -0.399
H -8.915492 -4.435607 0.232875 0.147 -0.150 0.039
H -7.444372 -3.480917 0.017665 -0.165 0.237 -0.363
H -7.861032 -4.765147 -1.162515 0.391 -0.272 0.475
H -8.382582 -2.626957 -2.142005 -0.106 -0.292 -0.491
H -9.652762 -2.294317 -1.094305 0.105 -0.222 0.704
H -8.796852 -5.282447 -3.384335 -0.179 0.114 0.080
H -11.211742 -5.856957 -4.652685 -0.343 -0.105 0.339
H -11.915982 -2.880097 -1.549865 -0.046 -0.188 -0.088
H -13.489482 -5.445637 -4.100125 -0.135 0.461 -0.498
H -13.629472 -3.596687 -4.073505 -0.210 -0.379 -0.427
H -14.096432 -4.624487 -2.741175 0.517 0.169 0.509
C -5.704012 2.537813 10.198415 -0.358 0.118 -0.699
C -5.393592 1.493613 9.104135 1.565 -0.276 1.720
N -5.360812 2.027593 7.760955 0.469 3.573 -3.014
C -6.100292 1.637143 6.668885 1.032 -0.179 -1.611
C -5.628182 2.276853 5.506815 -0.749 0.602 2.441
N -4.742112 3.261123 5.954505 -0.776 -1.922 2.549
C -4.577962 3.106223 7.300245 -1.031 -1.660 -0.717
C -4.079302 4.256933 5.151065 0.460 0.429 -0.065
H -6.758982 2.777343 10.065095 0.058 0.450 0.380
H -5.079722 3.427363 10.114355 -0.153 0.156 -0.503
H -5.512702 2.265603 11.236385 -0.198 -0.847 -0.272
H -6.015812 0.601153 9.171005 -0.240 0.307 -0.356
H -4.374902 1.126193 9.228125 0.011 -0.232 0.292
H -6.862892 0.875643 6.739385 0.221 -0.045 0.047
H -5.980812 2.251103 4.486315 0.069 -0.103 0.158
H -3.881862 3.734363 7.836215 -0.184 -0.329 0.343
H -4.538272 4.169753 4.166255 0.539 0.354 -0.049
H -2.998932 4.118573 5.192915 -0.045 -0.511 -0.586
H -4.173482 5.260513 5.565865 -0.726 -0.058 -0.045
C 1.230268 -13.681897 0.423705 0.318 0.427 1.249
C 1.681278 -12.712617 -0.673285 -0.483 -1.516 -0.535
N 0.997788 -11.445207 -0.520875 -1.564 3.085 1.195
C -0.278062 -11.113137 -0.996415 0.464 2.999 0.302
C -0.547982 -9.756637 -0.603905 0.477 -3.535 0.559
N 0.438038 -9.424617 0.284295 2.932 -2.460 -1.405
C 1.417738 -10.405977 0.281165 -2.246 -0.390 -1.221
C 0.534118 -8.198027 0.989035 -0.120 1.776 1.221
H 1.421328 -14.745867 0.283805 0.082 0.225 -0.619
H 0.159008 -13.524217 0.548755 -0.100 -0.280 -0.116
H 1.656308 -13.463587 1.402955 0.169 0.235 0.012
H 1.279028 -13.207527 -1.557235 0.201 0.579 -0.479
H 2.731678 -12.494807 -0.866485 0.024 -0.344 0.472
H -0.885812 -11.728317 -1.643395 0.340 -0.151 0.078
H -1.423432 -9.128827 -0.680315 0.061 -0.222 -0.279
H 2.357238 -10.410037 0.813805 -0.182 0.211 0.058
H 1.483878 -7.983197 1.478845 0.173 -0.840 -0.078
H -0.220402 -8.214677 1.775505 -0.060 0.345 -0.076
H 0.425978 -7.325917 0.344185 -0.495 -0.256 -0.211
P 8.480458 -0.190057 8.153855 1.120 0.523 0.445
F 8.736698 -0.156907 6.548005 0.258 -0.260 0.237
F 7.249228 -1.169627 7.980725 -1.707 -0.527 -0.923
F 9.349588 -1.531617 8.387795 1.034 -0.032 -0.713
F 8.188498 -0.195587 9.724405 -0.010 1.000 0.793
F 9.882008 0.719283 8.386035 -1.975 -0.446 -0.380
F 7.452968 1.101633 7.945505 1.098 -0.274 0.385
P 2.778698 4.711223 -11.456395 -0.936 0.594 -1.296
F 2.861838 3.023803 -11.683125 -0.169 1.925 -0.112
F 1.167808 4.662423 -11.031185 0.861 -0.947 0.233
F 3.217398 4.424123 -9.926435 0.288 0.159 -0.342
F 2.690298 6.314373 -11.145405 0.359 -0.483 -0.082
F 4.315908 4.952023 -12.027585 -1.076 -0.937 1.024
F 2.232108 4.945263 -12.993455 0.594 -0.518 0.752
Br -2.923812 -3.860687 7.182105 -0.020 0.274 -0.227
Br -6.500472 3.837883 -1.780225 0.199 -0.063 0.034
Br 7.053888 4.332293 -1.085995 -0.236 -0.373 0.045